(1)
Formula: C2H6O3
Source: the Open Molecules 2025 dataset
Level of theory: ωB97M-V with the def2-TZVPD basis set

Its HOMO energy is -10.539 eV. As for the relative energy (zero: lowest compared OMol25 entry of this formula, charge and spin): 35.1 kJ/mol. Its SMILES is CC(=O)O.O.

Geometry as ORCA input:
```
! RIJCOSX wB97M-V def2-TZVPD def2/J DEFGRID3
* xyz 0 1
C -1.602 -1.446 -1.699
C -0.954 -1.362 -0.348
O -0.949 -2.230 0.481
O -0.333 -0.179 -0.143
H -1.264 -0.623 -2.321
H -1.249 -2.367 -2.166
H -2.675 -1.426 -1.603
H 0.117 -0.283 0.711
O 2.591 3.220 2.426
H 3.363 2.847 2.865
H 2.955 3.850 1.798
*
```

***

(2)
Formula: C6H4F2O
Source: the Open Molecules 2025 dataset
Level of theory: ωB97M-V with the def2-TZVPD basis set

Its HOMO energy is -8.997 eV. As for the relative energy (zero: lowest compared OMol25 entry of this formula, charge and spin): 0.0 kJ/mol. Its SMILES is Oc1cc(F)ccc1F.

Geometry as ORCA input:
```
! RIJCOSX wB97M-V def2-TZVPD def2/J DEFGRID3
* xyz 0 1
O -1.646 -1.861 -0.043
C -0.740 -0.871 -0.013
C 0.616 -1.203 0.025
C 1.552 -0.172 -0.003
F 2.851 -0.528 -0.007
C 1.195 1.172 -0.035
C -0.158 1.473 -0.012
C -1.114 0.464 -0.003
F -2.432 0.765 0.012
H -2.528 -1.471 0.008
H 0.937 -2.226 0.092
H 1.943 1.943 -0.045
H -0.477 2.514 0.024
*
```

***

Short version: LUMO level = 0.74, 0.79 eV, in the order given.
Short version: largest force on an atom = 0.864, 1.102 eV/A, in the order given.
Short version: calculated total energy = -8314.1441, -13769.0985 eV, in the order given.